Record 1
DFT (ωB97M-V/def2-TZVPD) results for 2 unconnected molecules or ions with the total composition C6H10S in a non-equilibrium geometry.

```
17
Properties=species:S:1:pos:R:3:forces:R:3:lowdin_charge:R:1
S 2.4725 -1.1628 -0.3024 0.259 1.110 -0.013 0.76
C 0.1221 -0.7915 1.1521 0.341 -2.625 1.311 -0.16
C -2.4232 -0.6714 -0.6460 1.427 0.564 -1.191 -0.07
C 1.5379 2.4275 0.0626 1.234 -1.485 2.727 0.04
C 1.1482 -0.0902 0.3446 0.235 -2.474 -0.605 -0.70
C -1.3678 -0.1482 -1.2630 -0.592 0.821 -1.291 -0.08
C 1.2268 1.1668 0.1252 0.374 1.157 -0.421 -0.20
H -1.0565 -0.4354 -2.2689 0.401 -0.488 0.461 0.07
H -0.8714 0.7807 -0.8842 -0.938 -0.990 -0.452 0.06
H -2.9944 -1.5516 -0.7570 -0.251 -0.892 -0.982 0.05
H 1.8674 -2.3328 -0.2437 -0.562 -0.350 0.133 -0.16
H -0.5069 -0.1150 1.6495 -0.980 1.227 0.481 0.05
H 1.2989 3.0905 -0.6865 -0.574 1.397 -1.459 0.03
H -0.6170 -1.5499 0.6421 2.209 1.275 0.893 0.10
H -2.7414 -0.0734 0.1133 -0.959 1.194 2.651 0.02
H 2.1658 2.7010 0.9435 -0.479 0.496 -0.928 0.09
H 0.7390 -1.2443 2.0188 -1.146 0.065 -1.315 0.11
```
Forces are in eV/Å.

Its SMILES is C=C=C(C)S.C=C. The spin multiplicity is 1. Its total charge is 0. The HOMO energy is -8.56 eV. The calculation puts the total energy at -17215.43073 eV.

Record 2
DFT (ωB97M-V/def2-TZVPD) results for a molecular structure, C28H57Br3N3O2 in a non-equilibrium geometry.

```
93
Properties=species:S:1:pos:R:3:forces:R:3:lowdin_charge:R:1
Br 1.0068 -3.7787 -4.3311 -0.020 -0.654 -0.029 0.67
Br -1.8579 -3.4581 -3.0066 -0.038 -0.003 0.057 0.57
Br -1.2740 -5.9192 -4.9470 0.002 0.038 0.046 0.59
O -3.2062 -4.2138 3.0600 -0.216 0.067 -0.345 -0.12
O -1.3001 -2.2674 3.7742 0.951 0.037 -0.168 -0.01
N 0.0618 -0.1777 6.1986 1.100 -0.283 0.094 0.10
N -0.5247 -1.8029 4.8195 -2.026 -1.784 -0.780 -0.02
N 0.1124 0.2360 3.8789 -0.158 0.523 -0.553 0.19
C 2.9654 3.5852 0.8560 -0.962 0.106 -0.189 -0.17
C -4.2850 2.7173 -3.8785 -0.205 0.902 -0.361 -0.25
C -3.0938 -5.5942 3.3500 0.654 -0.482 0.212 -0.25
C -3.3735 -3.4340 4.2133 0.031 -0.929 -0.123 -0.21
C 3.7786 3.1019 -1.5816 -0.297 -0.410 -0.038 -0.20
C 2.2036 0.0030 -2.9857 -0.432 -0.625 0.069 -0.23
C -0.8769 -4.0834 -4.5393 0.020 -0.019 -0.063 -1.63
C -3.7666 4.1704 -3.8245 -0.369 -0.790 0.038 -0.10
C -1.8662 1.4607 -5.2323 -0.026 -0.765 0.517 -0.20
C -3.3014 1.0192 -5.4796 0.208 0.601 0.167 -0.21
C 2.0562 1.7660 4.0979 0.474 0.475 -0.523 -0.18
C 2.9751 -1.0714 -2.2479 0.668 0.570 -0.313 -0.20
C -1.6373 -5.9833 3.5501 -0.299 0.340 -0.024 -0.05
C -2.7126 -2.1245 4.0110 -0.341 0.326 -0.441 -0.13
C 4.0857 -0.5514 -1.3224 -0.981 -0.230 0.353 -0.18
C 2.6583 3.5970 -0.6501 0.840 -0.015 -0.056 -0.19
C 0.5629 1.6138 4.1407 0.081 -0.254 0.136 -0.14
C -4.3152 2.1253 -5.2845 -0.087 -0.568 0.134 -0.22
C -0.1321 -0.5623 4.8631 0.339 0.839 0.785 -0.33
C 4.6244 1.9332 -1.0985 -0.533 0.506 -0.154 -0.20
C 3.7844 0.7639 -0.5933 1.063 -0.327 0.175 -0.20
C 1.1470 -0.5931 -3.9101 0.894 1.595 0.149 -0.27
C 0.4098 0.5507 -4.6290 -0.092 -1.026 0.474 -0.20
C -1.0881 0.3750 -4.4983 0.442 0.606 -0.836 -0.23
C -0.6504 -2.3787 6.1615 1.009 0.802 0.776 -0.06
C 1.9991 2.8081 1.7670 0.567 -0.296 0.179 -0.20
C -0.8170 -1.1027 6.9425 -0.688 0.166 -0.779 -0.12
C 2.7035 1.8333 2.7240 -0.856 -0.098 -0.390 -0.20
H 2.6820 0.8510 2.2794 0.202 -0.498 -0.262 0.09
H 3.3060 2.7555 -2.4879 -0.329 0.026 -0.491 0.09
H -5.3024 2.7430 -3.5247 -0.385 -0.169 0.339 0.09
H 2.4949 4.6263 -0.9140 -0.290 0.473 -0.293 0.10
H -3.4810 -6.1754 2.5358 -0.429 0.049 -0.604 0.12
H 3.4455 -1.6769 -3.0093 0.225 -0.422 -0.286 0.10
H 2.8736 0.6394 -3.5493 0.294 0.222 -0.209 0.12
H 5.2161 1.5908 -1.9301 0.320 -0.059 -0.442 0.10
H 2.3072 -1.7455 -1.7374 -0.454 -0.127 0.423 0.10
H -1.5226 -6.8368 4.1966 0.029 -0.397 0.178 0.08
H 0.6866 1.4896 -4.1720 0.193 0.483 0.014 0.11
H -3.1120 -1.7056 3.1033 -0.057 0.271 -0.499 0.14
H -4.1910 2.8869 -6.0346 0.127 0.491 -0.313 0.10
H -2.8999 4.2391 -3.1936 0.425 0.309 0.281 0.06
H -3.5463 0.2433 -4.7713 -0.106 -0.491 0.292 0.10
H 1.0333 -0.4625 6.3716 0.074 0.737 0.456 0.16
H -0.6473 -1.1319 7.9981 0.343 0.028 0.463 0.13
H 2.2711 2.7146 4.5627 0.063 0.386 0.510 0.12
H -1.8081 -0.7351 6.7284 -0.569 0.230 0.451 0.12
H 5.0181 -0.4746 -1.8482 0.444 0.181 -0.436 0.10
H -1.3529 -0.5969 -4.8942 -0.220 -0.426 -0.007 0.10
H 2.5163 0.9905 4.6929 0.208 -0.252 0.344 0.11
H 1.7438 3.0874 -0.9095 -0.430 -0.364 0.244 0.09
H -3.3753 0.5935 -6.4650 -0.147 -0.290 -0.487 0.11
H 2.8469 4.6064 1.1690 0.377 0.575 0.262 0.10
H 0.2445 1.8421 5.1347 -0.308 0.053 0.606 0.11
H -1.1043 -5.1456 3.9740 0.280 0.254 0.289 0.06
H -1.2031 -3.4923 -5.3816 -0.022 0.025 -0.037 -0.03
H 4.2588 -1.3013 -0.5672 0.124 -0.483 0.250 0.10
H 2.7406 1.0109 -0.5909 -0.612 0.048 -0.152 0.08
H 3.7370 2.1204 2.8003 0.484 0.022 0.320 0.11
H 4.0439 0.5955 0.4374 0.038 0.013 0.616 0.09
H -5.2941 1.7048 -5.4524 -0.458 -0.177 -0.197 0.10
H 1.4362 3.5258 2.3429 -0.223 0.376 0.337 0.10
H -1.8347 2.3339 -4.6005 -0.025 0.585 0.083 0.10
H -1.1956 -6.1898 2.5937 0.382 -0.146 -0.406 0.08
H -2.9613 -3.9717 5.0583 0.163 -0.045 0.476 0.11
H 0.3357 -2.7321 6.4227 0.205 -0.965 0.058 0.13
H -1.3508 1.6904 -6.1494 0.106 0.246 -0.502 0.11
H 0.7091 0.5650 -5.6631 0.038 0.220 -0.536 0.11
H 4.4026 3.9200 -1.8937 0.448 0.441 0.039 0.11
H 1.6517 0.6374 -2.3106 -0.034 0.445 0.503 0.10
H -1.3378 0.4182 -3.4491 -0.285 -0.281 0.489 0.11
H -3.7265 2.0987 -3.1925 0.216 -0.368 0.168 0.10
H 1.2558 2.2649 1.2055 -0.289 -0.221 -0.498 0.10
H 0.0429 2.3053 3.5107 -0.244 0.151 -0.717 0.12
H -2.9488 -1.4289 4.8028 0.222 0.235 0.424 0.13
H -4.4315 -3.2900 4.3956 -0.430 0.240 0.232 0.14
H -1.4204 -3.1028 6.3114 -0.352 -0.464 -0.379 0.13
H -3.5246 4.5069 -4.8139 0.335 0.272 -0.471 0.06
H 3.9857 3.3107 1.0620 0.416 -0.220 -0.034 0.10
H 0.4544 -1.1338 -3.2885 -0.305 -0.542 0.075 0.06
H -0.0170 -0.1089 2.9377 0.044 -0.013 -0.055 0.18
H 5.3422 2.2839 -0.3757 0.258 -0.007 0.551 0.10
H 1.6754 -1.2533 -4.5801 -0.304 -0.198 -0.366 0.04
H -3.6754 -5.8778 4.2161 -0.375 0.172 0.400 0.11
H -4.5491 4.8143 -3.4609 -0.119 0.425 0.308 0.06
```
Forces are in eV/Å.

The spin multiplicity is 1. Its total charge is +1. The HOMO energy is -11.56 eV. The calculation puts the total energy at -248643.73993 eV.